{
  "formula": "C57H50F2N8O21",
  "method": "wB97M-V/def2-TZVPD",
  "spin_multiplicity": 1,
  "largest_force_ev_per_a": 2.09,
  "smiles": "C=CC(=O)OCCCCCCC1=C(N(C(=O)F)C(=O)F)C(=O)OC1=O.O=[N+]([O-])c1ccccc1.O=[N+]([O-])c1ccccc1.O=[N+]([O-])c1ccccc1.O=[N+]([O-])c1ccccc1.O=[N+]([O-])c1ccccc1.O=[N+]([O-])c1ccccc1.O=[N+]([O-])c1ccccc1",
  "homo_lumo_gap_ha": 0.279,
  "elements": ["C", "C", "C", "O", "O", "C", "C", "C", "C", "C", "C", "C", "C", "N", "C", "O", "F", "C", "O", "F", "C", "O", "O", "C", "O", "H", "H", "H", "H", "H", "H", "H", "H", "H", "H", "H", "H", "H", "H", "H", "C", "C", "C", "C", "C", "C", "N", "O", "O", "H", "H", "H", "H", "H", "C", "C", "C", "C", "C", "C", "N", "O", "O", "H", "H", "H", "H", "H", "C", "C", "C", "C", "C", "C", "N", "O", "O", "H", "H", "H", "H", "H", "C", "C", "C", "C", "C", "C", "N", "O", "O", "H", "H", "H", "H", "H", "C", "C", "C", "C", "C", "C", "N", "O", "O", "H", "H", "H", "H", "H", "C", "C", "C", "C", "C", "C", "N", "O", "O", "H", "H", "H", "H", "H", "C", "C", "C", "C", "C", "C", "N", "O", "O", "H", "H", "H", "H", "H"],
  "xyz": [[-1.8504, -8.8102, 2.2220], [-1.4384, -8.9132, 0.9237], [-0.3523, -8.1008, 0.3563], [-0.0135, -8.1757, -0.7929], [0.2086, -7.2283, 1.2372], [0.0350, -5.8324, 0.9344], [-1.4345, -5.4054, 0.7805], [-1.7737, -4.1061, 1.5304], [-3.2396, -4.0059, 1.9684], [-4.2327, -4.3804, 0.8669], [-5.6731, -4.4041, 1.3975], [-6.6370, -4.8427, 0.3501], [-7.6668, -5.6753, 0.4689], [-8.0566, -6.2894, 1.7047], [-8.8839, -5.3393, 2.4402], [-8.7000, -4.9981, 3.5475], [-9.8705, -4.8621, 1.6758], [-8.7415, -7.5150, 1.5068], [-8.3928, -8.4024, 0.8234], [-9.8193, -7.5846, 2.2976], [-8.3691, -5.8214, -0.8338], [-9.3394, -6.4477, -1.0950], [-7.6990, -5.0371, -1.7340], [-6.6311, -4.4160, -1.0860], [-5.9265, -3.6780, -1.6818], [-2.8654, -8.5136, 2.4815], [-1.1979, -9.0517, 3.0577], [-1.9227, -9.6373, 0.2733], [0.5969, -5.5809, 0.0361], [0.4944, -5.2765, 1.7483], [-1.5889, -5.2379, -0.2881], [-2.0945, -6.2164, 1.0907], [-1.1478, -4.0628, 2.4259], [-1.5095, -3.2568, 0.9017], [-3.4296, -2.9539, 2.2034], [-3.4323, -4.6033, 2.8643], [-4.0083, -5.3653, 0.4504], [-4.1510, -3.6491, 0.0619], [-5.9649, -3.4241, 1.7840], [-5.7378, -5.1360, 2.2075], [5.8011, -2.8492, 1.3965], [5.5589, -2.1437, 0.2245], [4.2791, -2.0874, -0.3012], [3.2588, -2.7420, 0.3651], [3.4789, -3.4550, 1.5286], [4.7641, -3.5061, 2.0437], [1.8949, -2.6689, -0.1787], [1.7258, -2.0582, -1.2131], [1.0081, -3.2298, 0.4403], [6.8007, -2.8821, 1.8070], [6.3694, -1.6327, -0.2770], [4.0779, -1.5421, -1.2111], [2.6649, -3.9601, 2.0262], [4.9546, -4.0562, 2.9548], [6.8227, 4.4554, 0.1690], [7.8268, 3.4973, 0.1391], [7.6582, 2.2957, 0.8082], [6.4783, 2.0789, 1.4971], [5.4686, 3.0234, 1.5440], [5.6495, 4.2198, 0.8703], [6.2875, 0.7985, 2.1956], [7.1953, -0.0111, 2.1540], [5.2335, 0.6158, 2.7693], [6.9522, 5.3885, -0.3578], [8.7425, 3.6868, -0.4033], [8.4317, 1.5426, 0.7954], [4.5589, 2.8304, 2.0939], [4.8725, 4.9720, 0.8968], [-9.9496, -8.4253, -4.0412], [-10.8432, -9.4752, -4.2047], [-10.3902, -10.7847, -4.1810], [-9.0410, -11.0159, -3.9897], [-8.1328, -9.9855, -3.8310], [-8.5970, -8.6806, -3.8587], [-8.5563, -12.4069, -3.9434], [-9.3709, -13.2933, -4.1057], [-7.3717, -12.5847, -3.7445], [-10.3071, -7.4044, -4.0529], [-11.8962, -9.2751, -4.3474], [-11.0746, -11.6100, -4.3064], [-7.0841, -10.1974, -3.6868], [-7.9037, -7.8600, -3.7337], [8.9498, 11.0042, -1.0937], [9.9792, 10.0723, -1.1204], [9.8323, 8.8528, -0.4781], [8.6453, 8.5907, 0.1811], [7.6094, 9.5073, 0.2268], [7.7696, 10.7228, -0.4172], [8.4738, 7.2907, 0.8469], [9.3995, 6.5046, 0.8090], [7.4083, 7.0678, 1.3910], [9.0635, 11.9516, -1.5989], [10.8979, 10.2934, -1.6460], [10.6253, 8.1201, -0.4924], [6.6954, 9.2768, 0.7535], [6.9720, 11.4537, -0.3944], [3.0165, 10.8118, -5.1456], [4.3404, 10.4742, -5.3950], [5.3584, 11.0712, -4.6695], [5.0242, 11.9987, -3.6998], [3.7137, 12.3540, -3.4386], [2.7045, 11.7520, -4.1722], [6.0993, 12.6203, -2.9109], [7.2449, 12.3041, -3.1671], [5.7836, 13.4043, -2.0382], [2.2246, 10.3395, -5.7115], [4.5810, 9.7428, -6.1540], [6.3915, 10.8176, -4.8535], [3.4842, 13.0844, -2.6773], [1.6733, 12.0150, -3.9815], [7.0031, 5.3025, 6.5645], [6.8460, 6.0632, 5.4133], [5.6734, 5.9805, 4.6803], [4.6748, 5.1319, 5.1225], [4.8124, 4.3599, 6.2610], [5.9902, 4.4503, 6.9851], [3.4208, 5.0495, 4.3534], [3.3392, 5.7250, 3.3458], [2.5512, 4.3088, 4.7617], [7.9193, 5.3732, 7.1359], [7.6370, 6.7229, 5.0844], [5.5423, 6.5642, 3.7814], [4.0171, 3.7016, 6.5768], [6.1164, 3.8557, 7.8793], [-7.5803, 1.4472, -3.6107], [-7.9808, 2.1507, -2.4818], [-7.9465, 1.5444, -1.2370], [-7.5054, 0.2365, -1.1504], [-7.1066, -0.4853, -2.2606], [-7.1478, 0.1324, -3.5004], [-7.4484, -0.4056, 0.1729], [-7.8143, 0.2361, 1.1335], [-7.0317, -1.5490, 0.2261], [-7.6043, 1.9268, -4.5804], [-8.3181, 3.1742, -2.5701], [-8.2552, 2.0798, -0.3517], [-6.7669, -1.5060, -2.1640], [-6.8378, -0.4143, -4.3802]],
  "forces_ev_per_angstrom": [[0.03, -0.07, -0.21], [-0.05, -0.35, 0.84], [1.29, -1.33, 0.33], [-0.19, 0.37, -0.43], [-0.52, 0.09, 0.38], [0.11, 0.26, -0.19], [0.37, 0.24, -0.28], [-0.06, -0.50, 0.16], [-0.06, 0.27, -0.52], [-0.02, 0.18, 0.20], [0.26, -0.28, -0.33], [-0.06, 0.16, 0.01], [0.91, -0.27, 0.29], [-1.86, 0.54, -0.79], [0.44, -0.03, 0.46], [-0.11, -0.04, -0.18], [0.14, -0.03, 0.08], [0.45, -0.34, 0.31], [0.11, -0.08, -0.17], [0.08, 0.08, 0.08], [-0.01, 0.10, 0.26], [-0.28, -0.06, -0.15], [0.08, -0.12, -0.04], [-0.38, 0.06, -0.07], [0.33, 0.13, -0.04], [-0.50, -1.72, -0.06], [0.55, 1.78, 0.07], [-0.93, 1.25, -0.69], [0.01, -0.18, -0.04], [0.07, -0.30, 0.15], [-0.32, -0.18, 0.03], [0.07, -0.02, 0.12], [-0.01, 0.19, -0.02], [0.02, 0.05, 0.08], [-0.08, -0.11, 0.35], [0.09, -0.03, -0.01], [0.05, 0.03, -0.03], [0.00, -0.10, -0.09], [-0.03, 0.00, -0.04], [-0.08, 0.17, 0.13], [-0.01, -0.02, -0.02], [-0.02, -0.06, 0.07], [0.10, 0.10, -0.10], [0.07, 0.01, 0.04], [-0.01, -0.08, 0.13], [0.05, 0.04, -0.06], [-0.04, -0.01, -0.02], [0.00, 0.00, 0.00], [0.11, 0.23, -0.05], [0.00, 0.03, 0.01], [0.00, 0.01, 0.00], [-0.09, -0.02, 0.01], [-0.06, 0.04, -0.06], [-0.01, 0.00, 0.00], [0.01, -0.18, -0.08], [-0.09, 0.01, 0.00], [0.14, 0.00, -0.06], [0.01, 0.07, -0.05], [-0.12, 0.08, 0.04], [-0.01, 0.05, -0.02], [-0.04, -0.06, 0.03], [0.05, 0.01, 0.00], [0.01, 0.01, 0.01], [-0.01, -0.01, -0.04], [0.01, 0.00, 0.02], [-0.05, -0.06, 0.05], [0.02, -0.09, 0.01], [-0.01, -0.01, 0.04], [0.00, 0.00, -0.01], [0.08, 0.04, 0.01], [-0.16, 0.00, -0.02], [-0.03, 0.07, 0.01], [0.13, 0.10, 0.03], [-0.08, 0.00, -0.01], [0.01, -0.02, -0.02], [0.00, 0.00, 0.00], [0.00, 0.00, -0.01], [0.01, 0.00, 0.02], [0.00, -0.01, 0.00], [0.07, -0.06, 0.02], [-0.02, -0.09, 0.01], [0.01, 0.00, 0.01], [0.12, -0.04, 0.09], [-0.09, 0.02, 0.04], [0.14, -0.01, -0.08], [0.00, 0.06, -0.05], [-0.14, 0.07, 0.01], [0.05, 0.00, -0.04], [0.02, 0.02, 0.04], [-0.01, 0.00, 0.00], [0.04, 0.14, 0.14], [-0.01, 0.01, 0.00], [0.01, -0.01, 0.01], [-0.05, -0.06, 0.04], [0.03, -0.08, 0.02], [0.01, 0.01, 0.02], [0.02, 0.01, 0.01], [-0.07, 0.03, 0.03], [0.07, -0.10, -0.09], [-0.06, -0.04, -0.05], [-0.13, 0.06, 0.06], [0.04, -0.06, -0.05], [0.02, 0.01, 0.00], [-0.07, 0.07, -0.11], [0.00, -0.03, 0.02], [0.00, 0.00, -0.01], [0.01, 0.00, 0.00], [0.02, 0.05, 0.07], [0.09, 0.00, 0.02], [0.00, 0.01, 0.01], [-0.02, 0.00, -0.01], [0.00, -0.05, 0.07], [0.07, 0.09, -0.09], [0.08, 0.02, 0.06], [-0.02, -0.10, 0.12], [0.05, 0.06, -0.04], [0.09, -0.05, -0.04], [-0.06, 0.00, -0.07], [-0.01, 0.02, 0.01], [0.00, -0.01, 0.00], [0.00, -0.01, -0.02], [-0.06, -0.04, -0.02], [-0.05, 0.03, -0.07], [-0.01, -0.01, 0.00], [0.00, -0.01, 0.02], [0.02, -0.05, -0.06], [-0.05, 0.14, 0.03], [0.01, 0.04, -0.09], [0.05, -0.12, -0.07], [-0.03, 0.09, 0.01], [-0.02, 0.00, 0.02], [0.01, -0.01, 0.00], [-0.04, -0.07, 0.05], [-0.01, 0.00, 0.00], [-0.01, 0.00, 0.01], [0.03, -0.07, 0.05], [0.02, 0.01, 0.08], [0.00, -0.01, 0.01]]
}